(1)
Density functional theory data (wB97M-V/def2-TZVPD) for C38H45As2NP2STc as an isolated structure at a distorted geometry.

```
! wB97M-V def2-TZVPD RIJCOSX def2/J DEFGRID3
* xyz 4 4
Tc 13.35 9.05 13.64
C 16.88 8.30 12.47
As 15.31 7.72 13.51
C 15.42 5.79 13.31
C 15.98 8.20 15.34
C 17.34 8.24 15.59
C 17.79 8.59 16.84
C 16.88 9.05 17.83
C 15.50 8.98 17.58
C 15.04 8.55 16.32
As 13.18 8.30 15.91
C 12.24 9.55 17.09
C 12.60 6.64 16.78
H 17.70 7.57 12.59
H 17.15 9.28 12.85
H 16.55 8.43 11.45
H 16.26 5.47 12.64
H 14.45 5.42 12.93
H 15.60 5.44 14.35
H 17.99 7.96 14.76
H 18.86 8.63 17.03
H 17.23 9.39 18.81
H 14.79 9.19 18.38
H 12.20 9.13 18.09
H 11.25 9.81 16.71
H 12.89 10.44 17.11
H 13.48 6.28 17.32
H 12.22 5.90 16.08
H 11.82 6.93 17.49
C 7.94 12.42 7.42
S 7.95 11.28 8.81
C 8.96 12.28 9.93
C 9.62 11.48 11.06
C 10.90 10.89 10.49
N 11.80 10.28 11.41
P 11.73 8.64 12.03
C 11.81 7.49 10.70
C 13.02 6.96 10.25
C 12.98 6.11 9.14
C 11.74 5.72 8.60
C 10.55 6.31 9.03
C 10.61 7.22 10.07
C 10.16 8.50 12.92
C 9.79 9.58 13.73
C 8.66 9.42 14.53
C 7.92 8.25 14.56
C 8.32 7.20 13.74
C 9.41 7.31 12.91
P 13.40 10.78 12.03
C 13.02 12.29 12.96
C 12.54 12.28 14.26
C 12.18 13.52 14.82
C 12.33 14.73 14.13
C 12.69 14.68 12.80
C 13.13 13.47 12.24
C 14.60 11.12 10.73
C 14.52 10.32 9.59
C 15.46 10.50 8.58
C 16.46 11.49 8.70
C 16.50 12.32 9.82
C 15.60 12.11 10.87
H 7.75 11.81 6.53
H 8.85 13.00 7.36
H 7.12 13.11 7.58
H 8.29 13.06 10.34
H 9.71 12.84 9.42
H 8.94 10.67 11.41
H 9.80 12.14 11.93
H 11.39 11.72 9.94
H 10.64 10.15 9.71
H 13.96 7.10 10.81
H 13.88 5.71 8.67
H 11.69 4.90 7.85
H 9.64 5.98 8.53
H 9.75 7.82 10.34
H 10.36 10.48 13.64
H 8.39 10.27 15.16
H 7.09 8.15 15.25
H 7.79 6.24 13.72
H 9.72 6.50 12.23
H 12.55 11.31 14.77
H 11.73 13.47 15.85
H 12.15 15.70 14.66
H 12.74 15.53 12.13
H 13.60 13.49 11.28
H 13.67 9.61 9.49
H 15.42 9.91 7.68
H 17.21 11.61 7.91
H 17.31 13.05 9.92
H 15.58 12.63 11.82
*
```

**DFT total energy**: -7161.48982 hartree
**<S²>**: 3.7811



(2)
Density functional theory data (wB97M-V/def2-TZVPD) for C38H45BClN8O4RbS3 as an isolated structure at a distorted geometry.

```
! wB97M-V def2-TZVPD RIJCOSX def2/J DEFGRID3
* xyz 0 1
Rb -0.09 -3.54 -1.62
C 4.29 -1.76 -2.75
C 3.18 -0.79 -2.51
C 2.85 0.17 -3.41
C 1.81 1.10 -3.12
N 1.15 1.04 -2.01
N 1.43 0.07 -1.11
B 0.49 0.10 0.10
N 1.24 0.16 1.45
N 2.24 0.89 1.87
C 2.75 0.56 3.03
C 2.22 -0.53 3.78
C 1.18 -1.29 3.32
C 0.60 -2.48 4.01
C 0.70 -0.89 2.06
S -0.47 -1.46 0.93
C 3.93 1.35 3.55
C 5.12 0.40 3.71
C 4.31 2.47 2.58
C 3.57 1.97 4.91
N -0.57 1.18 -0.06
N -0.35 2.29 0.63
C -1.20 3.27 0.56
C -2.37 3.15 -0.23
C -2.60 2.02 -0.95
C -3.81 1.84 -1.81
C -1.62 0.97 -0.90
S -1.74 -0.44 -1.81
C -0.82 4.53 1.33
C 0.36 5.19 0.61
C -1.98 5.52 1.41
C -0.40 4.14 2.76
C 2.43 -0.85 -1.27
S 2.77 -2.02 -0.13
C 1.43 2.19 -4.10
C 0.28 3.05 -3.57
C 0.97 1.51 -5.40
C 2.65 3.08 -4.38
H 4.74 -1.60 -3.73
H 5.05 -1.66 -1.98
H 3.93 -2.78 -2.68
H 3.38 0.24 -4.35
H 2.68 -0.77 4.73
H 1.08 -2.64 4.98
H -0.47 -2.35 4.16
H 0.74 -3.37 3.39
H 5.38 -0.07 2.75
H 5.99 0.95 4.07
H 4.92 -0.40 4.43
H 4.58 2.06 1.60
H 3.48 3.17 2.44
H 5.17 3.02 2.97
H 3.32 1.22 5.66
H 4.43 2.54 5.29
H 2.73 2.66 4.81
H -3.08 3.96 -0.27
H -3.53 1.89 -2.87
H -4.23 0.84 -1.67
H -4.56 2.60 -1.60
H 0.09 5.47 -0.41
H 0.67 6.09 1.14
H 1.21 4.50 0.56
H -2.27 5.90 0.42
H -2.87 5.07 1.88
H -1.69 6.38 2.01
H 0.45 3.45 2.74
H -0.11 5.04 3.32
H -1.22 3.66 3.29
H -0.60 2.43 -3.39
H 0.55 3.54 -2.63
H 0.03 3.82 -4.30
H 0.11 0.86 -5.21
H 0.67 2.27 -6.14
H 1.76 0.91 -5.85
H 2.99 3.58 -3.47
H 3.48 2.51 -4.79
H 2.38 3.85 -5.12
O -2.17 -9.33 -0.53
C -3.20 -8.59 -0.18
O -4.25 -9.07 0.19
C -3.05 -7.10 -0.26
C -4.10 -6.22 -0.18
Cl -5.77 -6.47 0.06
N -3.62 -4.96 -0.30
N -2.28 -4.98 -0.45
C -1.92 -6.25 -0.43
C -0.43 -6.57 -0.62
O -0.16 -7.73 -1.02
O 0.35 -5.64 -0.39
C -4.30 -3.71 -0.27
C -5.35 -3.47 -1.15
C -5.98 -2.24 -1.12
C -5.56 -1.26 -0.23
C -4.51 -1.51 0.63
C -3.88 -2.74 0.62
H -1.35 -8.78 -0.79
H -5.66 -4.25 -1.84
H -6.81 -2.05 -1.79
H -6.07 -0.30 -0.21
H -4.17 -0.74 1.32
H -3.05 -2.96 1.28
*
```

**DFT total energy**: -3917.91402 hartree



(3)
Density functional theory data (wB97M-V/def2-TZVPD) for C38H45BN3O7PRhS3Te as an isolated structure at a distorted geometry.

```
! wB97M-V def2-TZVPD RIJCOSX def2/J DEFGRID3
* xyz -1 1
Rh 0.62 0.58 -0.11
C 4.88 -0.66 -0.33
C 5.53 0.51 -0.67
C 4.82 1.69 -0.68
C 3.46 1.68 -0.38
N 2.83 0.54 -0.08
C 3.53 -0.60 -0.03
C 2.63 2.93 -0.34
C 3.13 4.16 -0.72
C 2.28 5.27 -0.66
C 0.99 5.09 -0.23
C 0.57 3.82 0.12
N 1.38 2.76 0.07
H 5.38 -1.62 -0.30
H 6.58 0.50 -0.92
H 5.32 2.62 -0.93
H 2.97 -1.49 0.24
H 4.14 4.28 -1.08
H 2.64 6.24 -0.96
H 0.28 5.91 -0.19
H -0.46 3.62 0.38
Te -1.58 -0.41 -1.17
C -2.54 -1.77 0.15
C -2.46 -3.14 -0.07
C -3.16 -4.02 0.74
C -3.97 -3.53 1.76
C -4.07 -2.16 1.97
C -3.35 -1.29 1.16
H -1.84 -3.53 -0.88
H -3.09 -5.09 0.57
H -4.52 -4.21 2.39
H -4.71 -1.76 2.75
H -3.44 -0.22 1.33
N 0.57 0.22 1.96
C -0.67 0.31 2.71
C -1.45 1.45 2.57
C -2.61 1.57 3.32
C -3.01 0.56 4.18
C -2.22 -0.57 4.31
C -1.04 -0.70 3.58
S -4.57 0.67 5.07
O -4.29 0.02 6.34
O -4.84 2.09 5.15
O -5.49 -0.08 4.21
H 1.02 -0.68 2.12
H 1.21 0.94 2.28
H -1.16 2.22 1.86
H -3.24 2.46 3.23
H -2.53 -1.36 4.99
H -0.43 -1.59 3.68
C -3.03 4.77 0.33
C -3.41 3.43 -0.27
C -4.67 3.53 -1.11
O -2.27 2.86 -0.96
P -1.83 2.97 -2.51
S -3.13 2.28 -3.79
S 0.01 2.21 -2.63
O -1.70 4.59 -2.60
C -1.31 5.17 -3.86
C -0.01 5.92 -3.64
C -2.45 6.04 -4.34
H -3.88 5.17 0.89
H -2.76 5.47 -0.46
H -2.20 4.68 1.03
H -3.59 2.71 0.53
H -4.58 4.29 -1.89
H -5.49 3.83 -0.44
H -4.92 2.59 -1.58
H -1.15 4.36 -4.58
H -0.16 6.70 -2.88
H 0.31 6.40 -4.56
H 0.76 5.23 -3.30
H -2.68 6.80 -3.59
H -3.33 5.44 -4.52
H -2.17 6.55 -5.27
C 4.75 -6.94 -0.19
C 3.28 -6.67 0.15
C 3.14 -6.70 1.68
C 2.42 -7.80 -0.44
C 2.80 -5.34 -0.44
C 3.24 -4.94 -1.70
C 2.78 -3.77 -2.32
C 1.85 -3.02 -1.63
O 1.26 -1.85 -2.00
B 0.44 -1.47 -0.90
O 0.55 -2.47 0.12
C 1.41 -3.40 -0.37
C 1.87 -4.55 0.24
H 5.10 -7.83 0.35
H 5.38 -6.10 0.10
H 4.90 -7.13 -1.25
H 3.56 -7.63 2.07
H 2.09 -6.66 1.99
H 3.67 -5.86 2.14
H 2.74 -8.77 -0.06
H 2.50 -7.82 -1.53
H 1.37 -7.66 -0.18
H 3.96 -5.55 -2.23
H 3.12 -3.48 -3.30
H 1.49 -4.81 1.22
*
```

**Relative energy (zero: lowest compared OMol25 entry of this formula, charge and spin)**: 48.2 kcal per mole



(4)
Density functional theory data (wB97M-V/def2-TZVPD) for C38H45BN3O7PRhS3Te as an isolated structure.

```
! wB97M-V def2-TZVPD RIJCOSX def2/J DEFGRID3
* xyz -1 1
Rh 0.14 0.01 -0.67
C -1.91 3.59 -2.08
C -2.57 3.20 -3.24
C -2.47 1.89 -3.66
C -1.71 0.99 -2.92
N -1.09 1.38 -1.79
C -1.19 2.65 -1.39
C -1.52 -0.43 -3.32
C -1.99 -0.92 -4.53
C -1.75 -2.25 -4.86
C -1.06 -3.04 -3.97
C -0.63 -2.47 -2.78
N -0.86 -1.20 -2.47
H -1.96 4.61 -1.72
H -3.15 3.91 -3.81
H -2.97 1.57 -4.56
H -0.65 2.90 -0.49
H -2.53 -0.29 -5.23
H -2.11 -2.65 -5.80
H -0.85 -4.08 -4.17
H -0.09 -3.05 -2.04
Te 1.97 -1.12 0.80
C 1.00 -2.10 2.40
C 0.90 -1.50 3.65
C 0.37 -2.21 4.72
C -0.05 -3.52 4.56
C 0.05 -4.12 3.31
C 0.57 -3.42 2.24
H 1.23 -0.47 3.78
H 0.30 -1.73 5.69
H -0.48 -4.07 5.38
H -0.34 -5.13 3.18
H 0.64 -3.89 1.27
N -1.62 -0.32 0.55
C -2.16 -1.56 1.09
C -2.44 -2.63 0.26
C -3.02 -3.78 0.79
C -3.32 -3.85 2.14
C -3.06 -2.77 2.96
C -2.48 -1.62 2.44
S -3.98 -5.37 2.84
O -4.84 -4.92 3.93
O -4.67 -6.01 1.73
O -2.79 -6.08 3.29
H -1.45 0.31 1.34
H -2.36 0.12 0.00
H -2.22 -2.56 -0.79
H -3.25 -4.63 0.16
H -3.31 -2.83 4.01
H -2.26 -0.78 3.09
C 2.69 -3.36 -4.81
C 2.72 -3.24 -3.30
C 4.07 -3.54 -2.68
O 2.23 -1.96 -2.81
P 2.56 -0.51 -3.37
S 4.37 -0.19 -4.01
S 2.00 0.79 -1.91
O 1.47 -0.44 -4.58
C 1.61 0.60 -5.58
C 0.39 1.50 -5.52
C 1.79 -0.08 -6.92
H 2.91 -4.40 -5.08
H 3.44 -2.72 -5.28
H 1.71 -3.10 -5.20
H 1.99 -3.95 -2.89
H 4.83 -2.88 -3.09
H 4.35 -4.58 -2.88
H 4.02 -3.39 -1.60
H 2.50 1.18 -5.35
H -0.51 0.94 -5.80
H 0.51 2.33 -6.22
H 0.27 1.90 -4.52
H 0.93 -0.72 -7.13
H 2.70 -0.69 -6.91
H 1.88 0.66 -7.71
C 0.01 6.34 5.25
C 0.45 4.89 5.53
C -0.69 4.19 6.27
C 1.68 4.91 6.45
C 0.80 4.19 4.21
C 1.79 4.74 3.40
C 2.19 4.15 2.19
C 1.56 2.99 1.82
O 1.74 2.23 0.71
B 0.88 1.09 0.84
O 0.09 1.30 2.04
C 0.57 2.44 2.62
C 0.17 3.01 3.81
H -0.25 6.84 6.19
H -0.87 6.35 4.60
H 0.80 6.91 4.77
H -0.93 4.73 7.18
H -0.42 3.17 6.55
H -1.60 4.14 5.66
H 1.44 5.40 7.39
H 2.51 5.44 5.99
H 2.01 3.89 6.66
H 2.29 5.65 3.70
H 2.96 4.59 1.58
H -0.60 2.53 4.41
*
```

**Relative energy (zero: lowest compared OMol25 entry of this formula, charge and spin)**: 0.0 kcal per mole



(5)
Density functional theory data (wB97M-V/def2-TZVPD) for a 5-piece molecular cluster, C38H45N7O11 overall at a distorted geometry.

```
! wB97M-V def2-TZVPD RIJCOSX def2/J DEFGRID3
* xyz 0 1
C 4.49 -2.67 2.82
C 3.81 -1.33 2.17
C 2.23 -1.48 2.00
C 2.04 -2.50 0.74
C 1.44 -0.06 1.76
C 1.93 0.35 0.36
C 1.84 2.01 0.02
C 0.90 2.91 1.09
O 2.52 2.92 1.00
C 1.78 0.65 3.14
O 2.68 1.43 3.51
N 0.77 0.11 4.03
C -0.50 -0.42 3.49
N -1.05 -1.70 4.02
C -0.10 -0.56 1.92
C -1.28 0.17 1.14
C -1.80 -0.59 -0.19
C -3.40 -0.36 -0.26
N -4.08 0.88 0.12
O -4.11 -1.33 -0.64
H 3.78 -3.02 3.64
H 5.47 -2.31 3.28
H 4.66 -3.44 2.00
H 4.29 -1.21 1.13
H 4.18 -0.47 2.80
H 1.85 -2.02 2.94
H 2.00 -3.54 1.22
H 2.96 -2.52 0.06
H 1.07 -2.33 0.18
H 2.96 0.06 0.00
H 1.19 -0.03 -0.44
H 1.80 2.33 -1.13
H 1.08 3.95 1.49
H 0.36 3.34 0.13
H 0.70 0.51 4.97
H -1.25 0.38 3.78
H -0.61 -1.88 4.93
H -2.04 -1.50 4.22
H -0.31 -1.66 1.75
H -2.19 0.17 1.85
H -1.11 1.25 0.84
H -1.57 -1.70 -0.22
H -1.36 -0.01 -1.07
H -3.66 1.71 -0.33
H -4.13 1.02 1.13
O 5.19 -6.22 -1.54
N 4.09 -5.88 -1.16
O 3.80 -4.76 -0.77
C 3.02 -6.89 -1.17
C 3.31 -8.19 -1.57
C 2.31 -9.15 -1.55
C 1.02 -8.81 -1.14
C 0.74 -7.50 -0.75
C 1.74 -6.54 -0.76
H 4.31 -8.47 -1.90
H 2.52 -10.17 -1.86
H 0.24 -9.56 -1.12
H -0.26 -7.24 -0.43
H 1.51 -5.52 -0.45
O 9.44 5.67 3.09
N 9.14 5.62 1.90
O 9.82 6.08 1.00
C 7.88 4.96 1.55
C 7.06 4.45 2.56
C 5.86 3.85 2.22
C 5.48 3.75 0.89
C 6.30 4.25 -0.12
C 7.51 4.86 0.21
H 7.35 4.52 3.60
H 5.21 3.46 3.00
H 4.53 3.29 0.63
H 6.00 4.17 -1.16
H 8.14 5.25 -0.58
O -1.39 2.74 -1.40
N -2.38 3.30 -1.85
O -3.20 3.90 -1.17
C -2.59 3.25 -3.29
C -1.70 2.55 -4.10
C -1.92 2.49 -5.47
C -3.02 3.12 -6.03
C -3.91 3.82 -5.22
C -3.70 3.89 -3.85
H -0.83 2.05 -3.67
H -1.23 1.94 -6.10
H -3.19 3.06 -7.10
H -4.77 4.32 -5.66
H -4.40 4.44 -3.23
O -10.78 2.59 -2.82
N -10.21 1.51 -2.94
O -10.28 0.81 -3.94
C -9.41 1.03 -1.81
C -9.34 1.79 -0.65
C -8.60 1.31 0.43
C -7.93 0.10 0.33
C -7.99 -0.65 -0.84
C -8.73 -0.18 -1.92
H -9.86 2.73 -0.56
H -8.54 1.89 1.35
H -7.35 -0.27 1.17
H -7.46 -1.59 -0.91
H -8.78 -0.77 -2.83
*
```

**DFT total energy**: -2685.25748 hartree
**SMILES string**: CC[C@H](C)[C@]1(C[C@H]2CO2)C(=O)N[C@H](N)[C@H]1CCC(N)=O.O=[N+]([O-])c1ccccc1.O=[N+]([O-])c1ccccc1.O=[N+]([O-])c1ccccc1.O=[N+]([O-])c1ccccc1